Entry 1:
This record from the OMol25 dataset describes a structure of composition C24H39N8NiO3PS4. The level of theory is the ωB97M-V functional and the def2-TZVPD basis.

Values from the calculation:
- total energy (eV) = -137259.8141
- spin multiplicity = 3
- HOMO level (spin up / spin down) (eV) = -7.447 / -7.355

The geometry in XYZ format:
```
80
C24H39N8NiO3PS4 | the OMol25 dataset | the ωB97M-V functional and the def2-TZVPD basis
Ni 0.003 0.177 -0.392
S 3.288 1.480 2.676
C 2.112 0.279 2.488
S 1.145 -0.389 3.649
S 2.146 -0.037 0.791
C -1.566 0.415 -4.929
C -1.163 -0.756 -4.055
O 0.230 -0.755 -3.745
P 0.825 0.142 -2.507
O 2.356 -0.326 -2.671
C 2.761 -1.640 -2.242
C 2.914 -2.564 -3.430
O 0.949 1.616 -3.145
C 1.735 1.881 -4.324
C 1.368 3.257 -4.825
H -2.617 0.325 -5.208
H -0.970 0.436 -5.841
H -1.427 1.360 -4.403
H -1.351 -1.701 -4.566
H -1.750 -0.754 -3.133
H 2.035 -2.033 -1.527
H 3.703 -1.505 -1.714
H 1.962 -2.693 -3.944
H 3.267 -3.540 -3.094
H 3.638 -2.158 -4.137
H 1.530 1.112 -5.071
H 2.789 1.822 -4.054
H 0.311 3.307 -5.089
H 1.957 3.501 -5.709
H 1.569 4.009 -4.061
C -0.479 2.586 1.373
N -0.071 2.376 -0.042
C -1.065 3.072 -0.892
N -1.173 4.494 -0.587
C -1.548 4.629 0.823
N -0.577 4.000 1.715
C 0.731 4.621 1.485
N 1.156 4.487 0.089
C 1.235 3.068 -0.232
C 0.147 5.106 -0.766
H 0.254 2.108 2.022
H -1.452 2.115 1.522
H -2.040 2.613 -0.726
H -0.770 2.943 -1.935
H -2.525 4.164 0.975
H -1.622 5.690 1.069
H 1.470 4.140 2.128
H 0.669 5.681 1.738
H 1.971 2.591 0.410
H 1.532 2.945 -1.273
H 0.448 4.996 -1.810
H 0.078 6.169 -0.529
N -1.803 -0.698 2.147
C -2.646 -0.460 1.125
C -4.021 -0.764 1.246
C -4.857 -0.518 0.192
C -4.338 0.036 -0.983
C -2.991 0.299 -1.017
N -2.139 0.057 -0.006
H -2.150 -1.020 3.031
H -0.815 -0.473 2.099
H -4.389 -1.187 2.171
H -5.912 -0.746 0.272
H -4.963 0.262 -1.834
H -2.544 0.748 -1.896
N -0.640 -6.898 1.277
C -0.588 -6.384 0.039
S -0.635 -7.307 -1.319
C -0.456 -4.899 -0.014
C -1.062 -4.170 -1.029
C -0.909 -2.797 -1.042
N -0.189 -2.121 -0.144
C 0.387 -2.822 0.833
C 0.277 -4.200 0.938
H -0.727 -7.895 1.381
H -0.724 -6.311 2.089
H -1.635 -4.674 -1.793
H -1.387 -2.205 -1.811
H 0.956 -2.260 1.563
H 0.797 -4.708 1.739
```

=====

Entry 2:
This record from the OMol25 dataset describes a cluster of 2 separate species, C24H39NO5S in total. The level of theory is the ωB97M-V functional and the def2-TZVPD basis.

Values from the calculation:
- total energy (eV) = -48082.5275
- HOMO level (eV) = -9.137
- structure (SMILES) = CCCCN[C@H]1OC(=O)C[C@@]1(CCOCC)Cc1ccc(C)cc1.O=S1(=O)CCCC1

The geometry in XYZ format:
```
70
C24H39NO5S | the OMol25 dataset | the ωB97M-V functional and the def2-TZVPD basis
C -3.062 4.137 0.879
C -2.384 4.260 2.260
C -2.570 2.945 3.057
C -1.307 2.042 3.088
N -1.647 0.744 2.477
C -0.512 -0.152 2.348
O -1.136 -1.460 2.403
C -1.906 -1.523 1.253
O -2.967 -2.100 1.189
C -1.140 -0.721 0.193
C 0.141 -0.221 0.928
C 1.094 -1.440 0.856
C 2.042 -1.472 -0.354
O 1.439 -1.005 -1.539
C 2.327 -0.364 -2.426
C 1.540 0.648 -3.287
C 0.651 1.144 0.464
C 2.081 1.492 0.864
C 2.807 2.244 -0.028
C 4.103 2.564 0.245
C 4.696 2.131 1.399
C 6.150 2.475 1.643
C 3.985 1.408 2.302
C 2.677 1.088 2.020
H -2.438 3.559 0.194
H -3.265 5.118 0.448
H -4.022 3.624 0.950
H -2.950 5.034 2.780
H -1.338 4.527 2.129
H -3.354 2.378 2.553
H -2.944 3.109 4.069
H -0.486 2.550 2.588
H -1.025 1.936 4.145
H -2.256 0.289 3.152
H 0.185 -0.166 3.193
H -1.715 0.026 -0.351
H -0.847 -1.489 -0.529
H 1.717 -1.431 1.757
H 0.566 -2.389 0.884
H 2.388 -2.510 -0.461
H 2.941 -0.901 -0.101
H 2.830 -1.071 -3.095
H 3.122 0.189 -1.914
H 1.871 1.670 -3.092
H 0.477 0.609 -3.060
H 1.751 0.454 -4.337
H -0.039 1.948 0.720
H 0.669 1.116 -0.626
H 2.347 2.562 -0.955
H 4.657 3.144 -0.484
H 6.753 2.094 0.815
H 6.325 3.547 1.715
H 6.491 1.936 2.526
H 4.427 1.049 3.222
H 2.103 0.492 2.715
O -1.611 -2.359 -4.150
S -2.779 -3.201 -4.078
O -3.818 -3.136 -5.073
C -2.244 -4.900 -3.894
C -2.121 -5.095 -2.386
C -3.355 -4.417 -1.774
C -3.502 -3.045 -2.441
H -1.309 -5.048 -4.429
H -3.022 -5.538 -4.313
H -2.067 -6.150 -2.123
H -1.214 -4.608 -2.020
H -4.241 -5.023 -1.977
H -3.267 -4.318 -0.693
H -4.543 -2.751 -2.538
H -2.949 -2.278 -1.902
```

=====

Entry 3:
This record from the OMol25 dataset describes a cluster of 3 separate species, C24H40BI3N5O9 in total. The level of theory is the ωB97M-V functional and the def2-TZVPD basis.

Values from the calculation:
- total energy (eV) = -76371.5714
- charge = +1
- HOMO level (eV) = -11.339

The geometry in XYZ format:
```
82
C24H40BI3N5O9 | the OMol25 dataset | the ωB97M-V functional and the def2-TZVPD basis
C 3.856 -1.665 2.336
O 2.851 -0.740 2.886
B 1.483 -1.065 2.431
O 0.933 -2.422 2.782
C 0.543 -0.036 1.614
C 0.654 1.370 2.470
O 1.260 2.492 1.749
C 0.294 2.713 0.650
I 0.885 4.387 -0.704
C -0.167 1.351 -0.146
C -0.590 1.756 -1.636
I 0.561 1.591 -3.531
C -1.949 2.391 -1.901
C -2.446 2.812 -3.446
I -3.455 2.900 -0.384
N 0.646 0.090 0.113
C 1.972 -0.010 -0.534
C 2.975 1.261 -0.646
C 4.409 0.621 -1.244
C 5.069 1.764 -2.269
N 5.597 2.919 -1.445
C 5.522 4.244 -2.171
N 6.079 4.510 -3.419
N 4.782 5.431 -1.525
C -0.104 -1.173 -0.400
C 0.672 -2.648 -0.591
C -0.141 -4.008 -1.113
C -1.741 -3.735 -1.418
N -2.477 -2.451 -1.273
C -1.682 -1.271 -0.815
H 3.434 -2.682 1.941
H 4.459 -1.093 1.508
H 4.619 -1.893 3.217
H 1.310 -3.120 2.168
H -0.573 -0.421 1.820
H 1.261 1.251 3.490
H -0.433 1.714 2.806
H -0.647 3.202 1.207
H -1.194 1.105 0.426
H -1.747 3.608 -3.945
H -3.543 3.218 -3.474
H -2.442 1.835 -4.132
H 2.710 -0.864 -0.141
H 1.793 -0.372 -1.661
H 2.703 2.081 -1.431
H 3.324 1.725 0.397
H 5.153 0.358 -0.366
H 4.160 -0.360 -1.834
H 5.987 1.292 -2.854
H 4.214 2.063 -3.029
H 6.538 2.732 -1.035
H 6.568 3.638 -3.737
H 4.054 5.793 -2.188
H 4.378 5.157 -0.601
H 1.805 -2.818 -0.324
H 0.351 -5.061 -1.251
H -2.366 -4.694 -1.756
H -2.339 -0.272 -0.765
C 0.328 -6.874 1.371
O 0.531 -7.968 0.478
C -0.148 -9.094 0.813
O -0.884 -9.228 1.778
O 0.134 -10.046 -0.112
C -0.516 -11.295 0.114
H 0.918 -6.028 1.007
H -0.726 -6.578 1.386
H 0.675 -7.127 2.378
H -1.604 -11.176 0.078
H -0.203 -11.725 1.071
H -0.219 -11.980 -0.685
C -5.027 5.803 1.930
O -6.213 5.015 1.860
C -7.343 5.727 1.620
O -7.410 6.936 1.467
O -8.386 4.859 1.578
C -9.650 5.473 1.331
H -4.186 5.131 2.126
H -4.846 6.313 0.979
H -5.090 6.524 2.752
H -9.653 5.970 0.356
H -9.898 6.180 2.129
H -10.410 4.687 1.319
```

=====

total energy of number 1 (C24H39N8NiO3PS4)? -137259.8141 eV